Entry 1:
The following is a quantum chemistry calculation of a 7-piece molecular cluster, C28H49N7 overall in a non-equilibrium geometry, from OMol25.

Geometry as XYZ:
```
84
Properties=species:S:1:pos:R:3:mulliken_charge:R:1
C 2.499 5.177 4.914 -1.038
C 1.539 6.383 4.625 -0.444
C 2.220 7.731 4.826 -0.396
C 3.039 7.957 6.018 0.211
N 3.699 8.106 6.968 -0.440
H 1.855 4.311 4.762 0.306
H 2.838 5.312 5.942 0.345
H 3.316 4.993 4.216 0.307
H 0.641 6.493 5.233 0.260
H 1.134 6.336 3.614 0.324
H 1.432 8.445 5.067 0.262
H 2.731 8.062 3.922 0.304
C -0.239 2.852 -1.745 -1.165
C -0.812 1.426 -2.058 -0.430
C 0.158 0.274 -1.751 -0.271
C -0.504 -1.010 -1.868 0.117
N -1.041 -2.032 -1.890 -0.426
H -0.109 3.035 -0.679 0.310
H -0.857 3.684 -2.083 0.348
H 0.753 2.974 -2.179 0.307
H -1.039 1.233 -3.106 0.299
H -1.785 1.431 -1.568 0.343
H 0.489 0.247 -0.713 0.299
H 0.953 0.305 -2.496 0.268
C -7.860 -3.717 -1.003 -1.146
C -7.145 -5.024 -0.862 -0.392
C -5.820 -4.990 -0.070 -0.334
C -5.114 -6.290 -0.066 0.133
N -4.655 -7.368 -0.059 -0.433
H -8.536 -3.600 -0.156 0.284
H -8.540 -3.706 -1.855 0.333
H -7.053 -2.985 -1.024 0.323
H -6.753 -5.202 -1.863 0.258
H -7.797 -5.867 -0.633 0.403
H -5.991 -4.675 0.959 0.296
H -5.162 -4.281 -0.573 0.277
C -2.710 1.251 5.368 -1.129
C -3.663 0.083 5.509 -0.312
C -3.600 -0.903 4.307 -0.452
C -2.252 -1.233 3.780 0.146
N -1.192 -1.521 3.462 -0.397
H -1.691 1.000 5.661 0.312
H -2.997 2.072 6.026 0.369
H -2.781 1.596 4.336 0.304
H -4.693 0.436 5.460 0.249
H -3.615 -0.408 6.481 0.317
H -4.153 -0.470 3.473 0.272
H -4.026 -1.885 4.515 0.323
C 4.824 -0.200 3.487 -1.164
C 5.688 -1.113 2.582 -0.419
C 5.106 -1.108 1.120 -0.364
C 5.222 0.276 0.522 0.232
N 5.224 1.343 0.037 -0.440
H 5.169 -0.097 4.515 0.324
H 3.889 -0.730 3.668 0.309
H 4.561 0.748 3.019 0.354
H 5.707 -2.097 3.051 0.309
H 6.673 -0.660 2.465 0.313
H 4.049 -1.358 1.211 0.275
H 5.727 -1.769 0.515 0.273
C -1.603 -8.018 -4.497 -1.153
C -1.740 -9.549 -4.612 -0.383
C -2.832 -10.072 -5.547 -0.401
C -2.827 -9.574 -6.930 0.191
N -2.857 -9.126 -7.952 -0.382
H -0.808 -7.818 -3.779 0.339
H -2.490 -7.426 -4.274 0.325
H -1.151 -7.604 -5.399 0.339
H -1.980 -10.028 -3.662 0.304
H -0.752 -9.936 -4.863 0.269
H -3.850 -9.904 -5.193 0.278
H -2.680 -11.151 -5.566 0.272
C 4.853 5.347 -4.929 -1.020
C 4.571 6.825 -5.113 -0.482
C 5.297 7.789 -4.151 -0.424
C 4.755 7.645 -2.748 0.205
N 4.384 7.534 -1.638 -0.417
H 4.268 5.032 -4.065 0.267
H 5.907 5.365 -4.649 0.281
H 4.547 4.735 -5.778 0.349
H 3.533 7.073 -5.333 0.359
H 5.051 7.044 -6.066 0.286
H 5.069 8.824 -4.406 0.279
H 6.384 7.716 -4.190 0.317
```

Properties
energy relative to the best compared isomer or geometry (same formula, charge and spin)	290.3	kJ/mol
strongest force on any atom	4.569	eV Å⁻¹
net charge	0
SMILES	CCCC#N.CCCC#N.CCCC#N.CCCC#N.CCCC#N.CCCC#N.CCCC#N
electronic energy	-40257.514	eV

Entry 2:
The following is a quantum chemistry calculation of a 2-piece molecular cluster, C5H11NO overall in a non-equilibrium geometry, from OMol25.

Geometry as XYZ:
```
18
Properties=species:S:1:pos:R:3:nbo_charge:R:1
C -1.640 1.259 2.523 -0.400
C -0.999 1.641 1.414 -0.200
C -0.140 0.665 0.660 -0.240
C -0.731 -0.385 0.068 -0.157
C -0.514 -1.059 -1.231 -0.252
N 0.729 -0.865 -1.980 -0.851
H -1.907 1.943 3.326 0.203
H -1.848 0.203 2.671 0.190
H -1.007 2.677 1.099 0.205
H 0.834 0.978 0.311 0.206
H -1.738 -0.601 0.437 0.192
H -1.266 -0.532 -1.863 0.187
H -0.790 -2.114 -1.094 0.209
H 0.712 -1.275 -2.911 0.367
H 0.780 0.117 -2.259 0.352
O 3.186 -1.199 -0.105 -0.944
H 3.698 -0.396 -0.184 0.451
H 2.641 -1.056 -0.883 0.482
```

Properties
energy relative to the best compared isomer or geometry (same formula, charge and spin)	301.0	kJ/mol
strongest force on any atom	2.362	eV Å⁻¹
net charge	0
SMILES	C=C/C=C/CN.O
electronic energy	-8898.578	eV

Entry 3:
The following is a quantum chemistry calculation of one molecule with the formula C5H9NO in a non-equilibrium geometry, from OMol25.

Geometry as XYZ:
```
16
Properties=species:S:1:pos:R:3:nbo_charge:R:1
C -1.339 2.153 -0.102 -0.383
C -1.350 0.852 -0.404 -0.190
C -0.743 -0.188 0.465 -0.456
C 0.489 -0.948 -0.135 -0.142
N 0.998 -1.976 0.713 -0.872
C 1.511 0.065 -0.622 0.450
O 1.794 0.202 -1.778 -0.506
H -0.578 2.640 0.500 0.196
H -2.002 2.826 -0.631 0.196
H -1.648 0.550 -1.407 0.208
H -1.364 -0.998 0.847 0.233
H -0.302 0.259 1.367 0.197
H 0.206 -1.410 -1.083 0.201
H 0.681 -2.917 0.612 0.394
H 1.580 -1.725 1.490 0.379
H 2.067 0.616 0.168 0.096
```

Properties
energy relative to the best compared isomer or geometry (same formula, charge and spin)	254.7	kJ/mol
strongest force on any atom	2.374	eV Å⁻¹
net charge	0
SMILES	C=CC[C@H](N)C=O
electronic energy	-8866.573	eV

Entry 4:
The following is a quantum chemistry calculation of one molecule with the formula C2H3N3O2 in a non-equilibrium geometry, from OMol25.

Geometry as XYZ:
```
10
Properties=species:S:1:pos:R:3:nbo_charge:R:1
C -0.442 -0.569 -0.061 -0.185
C 0.501 0.503 0.094 0.230
N 0.090 1.692 0.256 -0.028
N -1.742 -0.255 0.018 0.454
N 1.826 0.160 0.106 -0.774
O -2.587 -1.137 -0.083 -0.404
O -2.065 0.956 0.199 -0.328
H -0.152 -1.593 -0.204 0.227
H 2.094 -0.687 -0.374 0.405
H 2.477 0.929 0.048 0.403
```

Properties
energy relative to the best compared isomer or geometry (same formula, charge and spin)	710.0	kJ/mol
strongest force on any atom	2.830	eV Å⁻¹
net charge	0
electronic energy	-10681.098	eV

Entry 5:
The following is a quantum chemistry calculation of a 7-piece molecular cluster, C41H51BF3N9O7 overall in a non-equilibrium geometry, from OMol25.

Geometry as XYZ:
```
112
Properties=species:S:1:pos:R:3:mulliken_charge:R:1
C 2.626 3.612 5.453 -0.788
C 1.877 2.206 5.088 -0.362
O 0.689 2.518 4.292 -0.296
C 0.884 2.262 2.884 0.468
C -0.322 1.863 2.129 -0.091
C -1.710 1.701 2.934 0.435
C -3.053 2.505 2.676 -0.345
C -4.312 2.209 3.553 -0.207
N -4.525 1.307 4.674 -0.519
C -3.271 0.593 4.868 -0.139
C -1.904 0.664 4.118 -0.330
C -0.217 1.564 0.513 0.414
O -1.170 1.855 -0.325 -0.574
C 1.220 0.910 0.049 0.481
C 2.524 1.317 0.876 0.307
C 3.921 0.662 0.480 -1.347
C 4.091 -0.372 -0.766 1.125
C 5.594 -0.916 -1.041 -0.514
C 5.756 -2.531 -0.998 -0.523
C 4.803 -3.287 0.067 0.296
F 3.674 -4.071 -0.473 -0.322
C 4.961 -3.309 1.502 0.268
F 4.035 -4.124 2.297 -0.222
F 6.023 -2.602 2.203 -0.229
C 2.793 -0.785 -1.599 1.383
C 2.866 -1.829 -2.844 -1.044
B 3.653 -1.050 -4.085 0.426
O 3.616 0.410 -4.239 -0.511
O 4.456 -1.829 -5.056 -0.632
C 1.365 -0.133 -1.171 -1.089
O 0.148 -0.501 -1.857 -0.060
C 0.024 0.159 -3.157 -0.011
C -1.527 0.378 -3.578 -0.869
N -2.186 -0.797 -4.235 -0.322
C -2.224 -2.025 -3.370 -0.599
C -2.909 -1.829 -1.914 0.969
C -4.537 -1.937 -1.908 -0.681
O -2.428 -2.964 -1.082 -0.578
C 2.308 2.395 2.091 0.080
O 3.226 3.261 2.360 -0.546
H 2.177 4.485 4.826 0.300
H 3.759 3.499 5.192 0.102
H 2.459 3.869 6.572 0.372
H 1.506 1.773 6.116 0.327
H 2.571 1.398 4.639 0.327
H -3.096 3.306 1.838 0.290
H -5.273 2.825 3.266 0.278
H -3.311 -0.176 5.757 0.242
H -1.030 -0.035 4.425 0.273
H 4.872 0.931 1.106 0.196
H 5.867 -0.577 -2.134 0.075
H 6.328 -0.346 -0.321 0.420
H 5.685 -2.986 -2.077 0.338
H 6.863 -2.745 -0.660 0.397
H 3.496 -2.779 -2.633 0.143
H 1.797 -2.168 -3.199 0.089
H 4.281 0.812 -3.602 0.275
H 5.398 -1.639 -4.800 0.309
H 0.480 1.236 -3.017 0.377
H 0.625 -0.328 -4.016 0.089
H -2.146 0.798 -2.675 0.176
H -1.535 1.244 -4.375 0.397
H -1.755 -1.025 -5.160 0.312
H -2.828 -2.880 -3.905 0.537
H -1.151 -2.446 -3.205 -0.134
H -2.595 -0.876 -1.341 -0.065
H -4.818 -2.466 -0.895 0.068
H -5.063 -0.903 -1.890 0.314
H -4.834 -2.610 -2.799 -0.026
H -3.038 -3.739 -1.183 0.253
C -5.566 -6.195 -1.668 -0.955
C -4.717 -5.364 -2.530 0.545
N -4.052 -4.709 -3.213 -0.472
H -5.289 -6.099 -0.613 0.258
H -6.620 -5.917 -1.752 0.270
H -5.488 -7.255 -1.927 0.313
C -7.186 -1.526 -4.742 -0.784
C -7.742 -2.073 -3.498 0.419
N -8.179 -2.504 -2.519 -0.429
H -6.956 -2.317 -5.463 0.264
H -7.885 -0.839 -5.228 0.325
H -6.260 -0.973 -4.561 0.233
C -7.316 -2.867 1.942 -0.863
C -6.245 -3.808 1.576 0.450
N -5.405 -4.549 1.289 -0.519
H -7.010 -1.828 1.796 0.263
H -8.218 -3.028 1.331 0.444
H -7.617 -2.973 2.985 0.267
C -4.973 -2.973 5.684 -0.879
C -5.638 -2.818 4.384 0.534
N -6.167 -2.696 3.357 -0.405
H -5.653 -3.375 6.441 0.297
H -4.119 -3.655 5.621 0.271
H -4.597 -2.018 6.060 0.148
C 6.100 4.102 8.106 -0.888
C 4.822 3.380 8.059 0.458
N 3.816 2.813 8.023 -0.412
H 6.788 3.753 7.330 0.268
H 5.962 5.176 7.957 0.269
H 6.603 3.969 9.068 0.323
C 5.019 3.928 -3.996 -0.672
C 5.913 3.469 -2.923 0.307
N 6.616 3.109 -2.080 -0.440
H 4.214 4.558 -3.608 0.240
H 5.556 4.513 -4.747 0.235
H 4.549 3.088 -4.516 0.305
C 4.671 7.662 -5.310 -0.835
C 3.876 6.495 -5.714 0.399
N 3.249 5.576 -6.032 -0.389
H 4.582 8.480 -6.032 0.320
H 4.352 8.051 -4.339 0.276
H 5.734 7.417 -5.228 0.284
```

Properties
strongest force on any atom	12.536	eV Å⁻¹
net charge	0
electronic energy	-79892.422	eV

Entry 6:
The following is a quantum chemistry calculation of one molecule with the formula C5H8O2, from OMol25.

Geometry as XYZ:
```
15
Properties=species:S:1:pos:R:3:nbo_charge:R:1
O -0.847 -1.517 -1.806 -0.545
C -0.171 -1.919 -0.883 0.459
C 0.149 -1.116 0.355 -0.532
C -0.245 0.339 0.218 0.230
O -1.607 0.478 -0.062 -0.713
C 0.330 1.401 1.095 -0.426
C 0.621 1.408 -0.385 -0.444
H 0.234 -2.951 -0.914 0.115
H 1.203 -1.270 0.618 0.232
H -0.437 -1.567 1.172 0.248
H -1.699 0.113 -0.959 0.491
H 1.144 1.126 1.762 0.212
H -0.355 2.139 1.499 0.231
H 0.046 2.109 -0.982 0.229
H 1.634 1.228 -0.728 0.214
```

Properties
energy relative to the best compared isomer or geometry (same formula, charge and spin)	137.8	kJ/mol
strongest force on any atom	0.523	eV Å⁻¹
net charge	0
SMILES	O=CCC1(O)CC1
electronic energy	-9408.403	eV

Entry 7:
The following is a quantum chemistry calculation of C37H35Cl5GeS4Sb3Tc as an isolated structure, from OMol25.

Geometry as XYZ:
```
86
Properties=species:S:1:pos:R:3:mulliken_charge:R:1
Tc -0.131 -1.125 -0.600 -1.699
C -0.786 1.013 2.549 -0.738
Sb -1.060 1.116 0.444 0.407
C -0.039 2.911 -0.080 -1.026
C -3.059 1.920 0.385 -1.255
C -4.107 0.929 0.786 0.636
C -4.317 0.668 2.140 -0.420
C -5.239 -0.274 2.562 -0.922
C -5.981 -0.969 1.620 -0.692
C -5.800 -0.700 0.274 -0.797
C -4.873 0.242 -0.169 0.911
C -4.733 0.509 -1.635 -1.584
Sb -2.947 -0.393 -2.526 0.502
C -3.803 -0.559 -4.476 -1.599
C -4.385 -3.728 -0.815 -0.301
H -0.854 1.995 3.018 0.456
H 0.186 0.563 2.750 -0.142
H -1.551 0.355 2.959 0.406
H -0.118 3.649 0.718 0.531
H -0.499 3.313 -0.981 0.403
H 1.010 2.696 -0.277 0.105
H -3.220 2.338 -0.608 0.446
H -3.009 2.754 1.088 0.739
H -3.750 1.227 2.876 0.518
H -5.380 -0.459 3.619 0.420
H -6.706 -1.710 1.931 0.419
H -6.395 -1.231 -0.461 0.404
H -4.781 1.569 -1.864 0.551
H -5.546 0.027 -2.183 0.550
H -4.454 -1.432 -4.478 0.470
H -3.003 -0.727 -5.195 0.456
H -4.358 0.342 -4.727 0.478
H -4.367 -3.366 -1.847 0.101
H -5.403 -4.004 -0.546 0.345
H -4.021 -2.959 -0.137 0.013
Cl 0.232 -0.587 -2.950 -0.156
C -0.309 1.067 -3.200 1.113
C -1.673 1.337 -3.160 -1.921
C -2.033 2.637 -3.497 1.118
Cl -3.705 3.068 -3.628 -0.148
C -1.088 3.630 -3.779 -0.108
Cl -1.581 5.234 -4.144 -0.180
C 0.270 3.323 -3.742 0.457
Cl 1.444 4.541 -4.015 -0.175
C 0.669 2.017 -3.464 -0.161
Cl 2.339 1.619 -3.408 -0.157
S -0.056 -3.546 -0.591 -0.293
Sb -1.613 -4.898 -2.325 0.465
S -1.186 -2.594 0.853 -0.389
S -2.384 -3.278 -3.702 -0.578
S -3.358 -5.212 -0.675 -0.320
C 1.357 -0.692 0.002 1.702
Ge 3.024 -0.485 1.011 1.701
C 2.642 -1.129 2.796 0.317
C 1.952 -2.332 2.944 -0.196
C 1.628 -2.801 4.209 -0.804
C 1.992 -2.072 5.333 -0.453
C 2.682 -0.876 5.195 -0.629
C 3.006 -0.405 3.929 -0.347
C 4.276 -1.593 0.023 -0.165
C 5.136 -2.469 0.678 -0.458
C 6.020 -3.260 -0.045 -0.679
C 6.047 -3.180 -1.429 -0.463
C 5.189 -2.313 -2.093 -0.780
C 4.306 -1.525 -1.370 -0.006
C 3.550 1.391 0.984 0.073
C 4.637 1.798 0.213 -0.777
C 5.011 3.135 0.171 -0.690
C 4.306 4.079 0.904 -0.613
C 3.227 3.683 1.684 -0.689
C 2.855 2.348 1.722 0.292
H 1.645 -2.899 2.072 0.390
H 1.083 -3.730 4.313 0.420
H 1.737 -2.438 6.320 0.395
H 2.968 -0.309 6.072 0.408
H 3.543 0.532 3.830 0.391
H 5.113 -2.545 1.760 0.399
H 6.681 -3.942 0.473 0.401
H 6.733 -3.799 -1.994 0.391
H 5.202 -2.258 -3.174 0.425
H 3.624 -0.865 -1.896 0.340
H 5.196 1.070 -0.363 0.359
H 5.856 3.439 -0.435 0.425
H 4.598 5.120 0.871 0.403
H 2.677 4.416 2.261 0.454
H 2.011 2.054 2.340 0.406
```

Properties
energy relative to the best compared isomer or geometry (same formula, charge and spin)	0.0	kJ/mol
strongest force on any atom	0.575	eV Å⁻¹
net charge	0
electronic energy	-223217.771	eV

Entry 8:
The following is a quantum chemistry calculation of one molecule with the formula C14H21NOS, from OMol25.

Geometry as XYZ:
```
38
Properties=species:S:1:pos:R:3:nbo_charge:R:1
C -2.120 -2.141 0.040 -0.607
C -3.430 -1.477 0.449 -0.395
C -3.557 -0.055 -0.110 -0.060
C -4.912 0.561 0.230 -0.606
N -2.493 0.787 0.402 -0.617
C -1.500 1.278 -0.366 0.691
O -1.431 1.099 -1.563 -0.640
C -0.449 2.056 0.424 -0.525
C 0.451 2.857 -0.509 -0.533
S 2.164 2.978 0.094 0.246
C 2.780 1.321 -0.034 -0.190
C 2.128 0.289 -0.693 -0.201
C 2.705 -0.969 -0.733 -0.206
C 3.929 -1.226 -0.134 -0.036
C 4.558 -2.585 -0.192 -0.624
C 4.575 -0.178 0.517 -0.198
C 4.010 1.078 0.572 -0.222
H -2.036 -2.172 -1.043 0.211
H -2.074 -3.158 0.422 0.210
H -1.268 -1.589 0.429 0.205
H -4.269 -2.068 0.079 0.206
H -3.502 -1.441 1.539 0.190
H -3.418 -0.076 -1.196 0.231
H -5.712 -0.029 -0.208 0.214
H -4.974 1.574 -0.160 0.217
H -5.056 0.592 1.308 0.197
H -2.477 0.943 1.398 0.391
H 0.147 1.319 0.973 0.242
H -0.932 2.705 1.156 0.224
H 0.117 3.890 -0.596 0.234
H 0.459 2.413 -1.505 0.250
H 1.180 0.440 -1.185 0.218
H 2.184 -1.764 -1.248 0.208
H 4.886 -2.899 0.797 0.216
H 5.433 -2.566 -0.842 0.219
H 3.859 -3.321 -0.581 0.214
H 5.532 -0.353 0.989 0.209
H 4.513 1.887 1.080 0.217
```

Properties
energy relative to the best compared isomer or geometry (same formula, charge and spin)	0.0	kJ/mol
strongest force on any atom	0.726	eV Å⁻¹
net charge	0
SMILES	CC[C@@H](C)NC(=O)CCSc1ccc(C)cc1
electronic energy	-29232.703	eV